(1)
This record from OMol25 describes the molecule C4H7ClS in a non-equilibrium geometry. The level of theory is ωB97M-V/def2-TZVPD.

## Properties
LUMO ... 0.852 eV
HOMO level ... -8.740 eV
Energy above the lowest of the compared OMol25 structures with the same formula, charge and spin ... 10.6 kcal/mol
Gap between HOMO and LUMO ... 9.591 eV

Positions of all 13 atoms, in Å:
H  -2.41446  -0.01077  0.83970
C  1.77232  1.34100  -0.15349
S  0.74262  0.33696  -1.28496
H  2.45115  1.73787  -0.90540
C  -0.54237  -1.79246  0.02623
H  -0.56879  -2.27904  -0.93301
H  2.32264  0.64800  0.53335
Cl  -1.81174  2.16365  0.09774
H  1.17399  2.09440  0.43442
C  -0.60157  -0.32257  -0.23584
H  0.37738  -2.20258  0.52059
C  -1.53411  0.44882  0.36016
H  -1.36706  -2.16327  0.70051

=====

(2)
This record from OMol25 describes C4H7CuO as an isolated structure in a non-equilibrium geometry. The level of theory is ωB97M-V/def2-TZVPD.

## Properties
LUMO (alpha / beta) ... 0.110 / -0.642 eV
HOMO level (alpha / beta) ... -5.219 / -8.422 eV
Multiplicity ... 3
Energy above the lowest of the compared OMol25 structures with the same formula, charge and spin ... 59.7 kcal/mol
Gap between HOMO and LUMO (alpha / beta) ... 5.329 / 7.779 eV

Positions of all 13 atoms, in Å:
C  0.55823  3.42512  -1.38914
Cu  0.88256  1.54050  2.97281
C  0.71835  0.99440  -0.47439
O  1.36859  2.32990  1.46437
H  -0.83440  1.64025  -1.82656
H  1.93309  3.13221  -0.46990
H  1.33263  0.70245  -1.33671
H  0.20678  4.27631  -0.77436
C  -0.38939  1.98847  -0.88481
C  1.28792  2.18397  0.19734
H  0.39689  0.22262  0.23473
H  0.47155  3.37766  -2.48922
H  -1.16745  2.04595  -0.10494

=====

(3)
This record from OMol25 describes the molecule C4H7F2N in a non-equilibrium geometry. The level of theory is ωB97M-V/def2-TZVPD.

## Properties
LUMO ... 1.103 eV
HOMO level ... -8.986 eV
Energy above the lowest of the compared OMol25 structures with the same formula, charge and spin ... 14.0 kcal/mol
Gap between HOMO and LUMO ... 10.089 eV

Positions of all 14 atoms, in Å:
C  -0.80714  1.27929  0.57268
F  -0.93092  1.43044  1.91034
C  -0.24019  -0.44907  0.28134
H  -0.42764  -1.07225  2.20970
H  1.08348  -0.54015  1.81790
C  0.80108  -0.27714  -0.76438
H  -0.13536  2.03762  0.16734
N  0.25898  -1.01514  1.46771
H  1.43910  -0.40545  -2.75441
F  -2.03309  1.40944  0.02830
H  -1.13556  -0.96149  -0.06242
C  0.65370  -0.58006  -2.04077
H  1.72677  0.16071  -0.41057
H  -0.25321  -1.01676  -2.42276